The following is a DFT calculation (ωB97M-V/def2-TZVPD) of a cluster of 2 separate species, C5H12O2 in total.

Geometry as XYZ:
```
19
Properties=species:S:1:pos:R:3:mulliken_charge:R:1
C -1.36 -1.39 -1.28 -1.097
C 0.08 -1.23 -0.76 -0.628
C 0.25 -0.47 0.53 0.032
O -0.43 -0.97 1.62 -0.503
C 1.06 0.56 0.76 0.024
C 1.82 1.40 -0.23 -1.198
O -1.29 2.08 1.25 -0.661
H -2.05 -1.75 -0.51 0.336
H -1.76 -0.44 -1.65 0.287
H -1.38 -2.11 -2.10 0.348
H 0.50 -2.23 -0.58 0.298
H 0.70 -0.77 -1.53 0.276
H -0.94 1.54 0.54 0.381
H -1.05 -1.66 1.33 0.294
H 1.15 0.87 1.80 0.468
H 1.36 1.39 -1.23 0.349
H 1.83 2.44 0.11 0.346
H 2.86 1.08 -0.33 0.306
H -1.13 1.50 2.01 0.340
```

Results
SMILES	C/C=C(/O)CC.O
ΔE to the lowest compared entry with this formula, charge and spin	112.0	kJ/mol
HOMO energy	-8.65	eV
Kohn-Sham gap	9.37	eV
DFT total energy	-9473.975	eV